Entry 1:
{"formula": "C6H4N4O", "method": "ωB97M-V with the def2-TZVPD basis set", "e_lumo_ev": 0.330, "total_charge": 0, "elements": ["C", "C", "C", "C", "C", "C", "H", "H", "H", "H", "N", "N", "N", "N", "O"], "xyz": [[-0.2682, -1.1657, -0.1808], [0.2395, 0.9015, 0.2594], [1.1463, 2.1008, 0.1434], [1.7110, 2.1865, -1.1711], [-1.2668, -0.5960, 0.6805], [-2.3096, -1.2674, 1.1184], [-0.7383, -2.9393, -0.2817], [0.5670, -2.8100, -0.7972], [0.5785, 2.9174, 0.4397], [2.0279, 1.9184, 0.7286], [-0.1834, -2.3951, -0.7150], [2.1560, 2.3269, -2.2260], [-0.9024, 0.8059, 0.9505], [-3.3581, -1.7851, 1.4718], [0.6006, -0.1989, -0.4204]], "forces_ev_per_angstrom": [[-2.511, 2.156, 2.486], [-2.956, 0.535, 1.768], [0.201, -2.782, -0.202], [0.195, 0.942, -2.232], [5.975, 2.585, -2.744], [-9.836, -4.327, 3.529], [-5.627, -4.906, 3.531], [10.038, -4.407, -1.520], [-0.630, 1.778, 0.528], [0.243, 0.215, 1.119], [-4.475, 8.735, -2.260], [-0.231, -0.274, 0.839], [2.421, -2.180, -2.211], [5.784, 2.452, -1.818], [1.408, -0.522, -0.814]], "mulliken_charge": [0.37, 0.58, -0.47, 0.25, 0.54, 0.01, 0.23, 0.21, 0.33, 0.22, -0.44, -0.39, -0.59, -0.55, -0.29]}

Entry 2:
{"formula": "C3H9NO2", "method": "ωB97M-V with the def2-TZVPD basis set", "e_lumo_ev": 0.961, "total_charge": 0, "elements": ["C", "C", "O", "O", "H", "H", "H", "C", "N", "H", "H", "H", "H", "H", "H"], "xyz": [[2.7610, -0.8254, -0.1342], [1.3008, -0.6516, -0.2867], [0.5331, -1.4779, 0.0497], [0.9171, 0.6806, -0.6102], [3.5654, -0.0073, -0.1138], [3.1782, -1.4679, -0.9283], [3.1078, -1.4012, 0.6906], [-2.2620, 0.9910, 0.7979], [-1.8107, 0.2535, -0.4775], [-0.0308, 0.3798, -0.5984], [-1.7878, -0.8317, -0.3224], [-2.3358, 0.5701, -1.2707], [-1.3670, 1.3501, 1.3873], [-3.0143, 0.4748, 1.4064], [-2.7549, 1.9629, 0.4102]], "forces_ev_per_angstrom": [[3.763, 0.237, -1.317], [2.323, 4.290, 0.849], [-1.717, -1.716, -0.075], [0.338, -3.888, 0.310], [-2.087, -0.206, -0.317], [-0.576, 0.169, -0.265], [-0.793, -0.637, 1.211], [0.316, 1.664, -1.931], [0.152, -1.882, 2.682], [-1.124, 1.842, -0.370], [-0.365, 2.917, -0.705], [-0.379, -0.443, -0.172], [-0.975, -0.796, -0.497], [0.439, -0.066, -0.152], [0.684, -1.485, 0.750]], "mulliken_charge": [-1.06, 0.69, -0.50, -0.50, 0.28, 0.28, 0.34, -0.63, -0.64, 0.49, 0.30, 0.22, 0.20, 0.28, 0.26]}

Entry 3:
{"formula": "C5H10O2", "method": "ωB97M-V with the def2-TZVPD basis set", "e_lumo_ev": -0.954, "total_charge": 0, "elements": ["C", "C", "C", "O", "C", "C", "H", "H", "H", "H", "H", "H", "H", "H", "H", "H", "O"], "xyz": [[1.4385, 0.3385, -0.5650], [2.2790, -0.5977, -1.0165], [-1.4523, -0.0646, 1.2314], [-1.2365, -1.2681, 0.4811], [-0.1528, 0.8075, 1.3578], [1.0064, 0.2346, 0.8995], [1.4961, 1.4293, -0.7983], [2.2435, -1.5335, -0.4714], [3.0560, -0.5136, -1.7675], [-1.8989, -0.1552, 2.2498], [-2.3018, 0.4069, 0.7116], [-0.2760, -1.3848, 0.4952], [-0.3577, 1.6376, 2.0421], [1.5540, -0.4665, 1.5396], [-1.1486, -0.0364, -2.1062], [-2.5626, 0.4110, -2.0350], [-1.6863, 0.7550, -2.2482]], "forces_ev_per_angstrom": [[0.536, -0.073, 1.867], [-0.171, -0.074, -0.066], [-0.613, 1.515, -2.712], [-0.243, 0.729, 0.964], [-2.644, -1.046, 0.753], [0.228, -0.186, -0.997], [-0.441, -1.218, -0.655], [0.224, -0.219, -0.189], [-0.371, 0.247, -0.197], [1.087, -0.450, -0.197], [0.138, 0.174, -0.113], [0.033, -0.193, -0.050], [0.931, -0.897, 1.151], [1.271, 1.699, 0.356], [0.219, 0.228, 0.015], [-0.052, 0.268, -0.063], [-0.132, -0.507, 0.133]], "mulliken_charge": [0.08, -0.64, -0.44, -0.56, 0.00, -0.96, 0.30, 0.20, 0.29, 0.30, 0.24, 0.41, 0.35, 0.45, 0.32, 0.31, -0.64]}

We obtain energy above the lowest of the compared OMol25 structures with the same formula, charge and spin values of 175.2, 157.7, 636.6 kJ/mol for the records listed above, in that order.
We obtain E values of -14291.558, -8841.321, -9436.445 eV for the records listed above, in that order.
We obtain frontier orbital gap values of 9.249, 10.682, 6.506 eV for the records listed above, in that order.